Below is a cluster of 2 separate species, C7H9NOS3 in total in a non-equilibrium geometry, with properties calculated with ωB97M-V/def2-TZVPD.

The geometry in XYZ format:
```
21
Properties=species:S:1:pos:R:3:forces:R:3
C -2.457449 -0.977993 -0.298797 -1.271 -0.187 -1.449
C -2.163542 -0.861227 1.040755 0.125 -2.901 1.267
C -1.801520 -0.186071 -1.238171 -0.269 1.321 0.684
C -1.207696 -0.041859 1.573784 -0.128 1.308 -1.742
C -0.904404 0.753659 -0.698754 1.088 1.049 -0.703
C -0.596756 0.875487 0.657159 -1.351 0.077 2.531
C 0.077774 2.068161 1.288516 -0.109 -0.662 -3.262
N 3.307741 0.186091 -1.080038 -2.725 -3.420 -2.615
O 2.121298 -0.418368 0.964886 -0.197 -0.497 2.028
S 1.724220 -2.277412 -1.464642 -0.162 -0.016 -0.534
S 0.461397 3.396351 0.421298 -0.015 -0.335 0.716
S 1.748862 -0.359615 -0.413811 2.666 0.567 -2.087
H -3.312631 -1.624070 -0.633594 1.127 0.461 0.428
H -2.498204 -1.685000 1.711768 -0.442 0.946 -0.459
H -2.165974 -0.096196 -2.278445 0.674 -0.382 0.640
H -1.138491 -0.065963 2.644979 0.691 0.372 0.248
H -0.281091 1.481907 -1.282466 -1.202 -0.730 -0.023
H 0.332859 1.946278 2.302499 0.183 0.007 1.276
H 3.266825 0.210697 -2.131122 0.424 0.573 1.700
H 3.659468 0.910569 -0.548584 0.729 2.126 0.885
H 1.827318 -3.235420 -0.537216 0.163 0.324 0.473
```
Forces are in eV/Å.

HOMO energy: -8.723 eV
E_tot: -1596.59024 hartree
2S+1: 1
LUMO level: -0.831 eV
Gap between HOMO and LUMO: 7.9 eV

Results of the natural (NBO) charge analysis, in e, for atoms 1 through 6:
1. C -0.174
2. C -0.239
3. C -0.228
4. C -0.155
5. C -0.175
6. C -0.161